No. 1
Here is a 9-piece molecular cluster, C54H135N9O18 overall in a non-equilibrium geometry from the Open Molecules 2025 dataset. Energies are from ωB97M-V with the def2-TZVPD basis set.

Structure (XYZ):
```
216
Properties=species:S:1:pos:R:3:forces:R:3:mulliken_charge:R:1
C -17.825 10.899 -8.379 0.3 -0.2 -0.3 -0.44
O -16.844 10.557 -7.400 -1.6 0.4 -0.1 -0.49
C -17.090 11.262 -6.187 1.8 0.0 0.4 -0.14
C -16.885 12.770 -6.316 -0.3 -0.1 -0.5 -0.02
N -16.607 13.349 -4.995 -0.6 0.6 -0.8 -0.20
C -16.526 14.834 -5.046 -0.3 -0.4 0.2 -0.56
C -17.915 15.385 -4.675 0.6 0.2 0.3 -0.10
O -18.075 16.785 -4.702 0.1 0.3 -0.8 -0.42
C -17.267 17.531 -3.823 0.0 -0.2 0.4 -0.73
H -18.836 10.954 -7.966 0.0 0.0 0.2 0.03
H -17.837 10.135 -9.156 0.2 -0.1 0.1 0.32
H -17.578 11.851 -8.854 -0.1 0.1 0.0 0.27
H -16.251 10.898 -5.587 -0.2 0.2 0.4 0.02
H -18.011 11.039 -5.636 -0.3 -0.4 -0.5 0.13
H -17.766 13.253 -6.768 -0.1 -0.1 -0.1 0.02
H -16.093 12.888 -7.062 0.4 0.3 0.4 0.50
H -17.509 13.231 -4.533 0.5 -0.8 0.6 -0.36
H -16.223 15.187 -6.032 0.2 0.0 0.1 0.32
H -15.809 15.117 -4.275 0.2 0.3 -0.3 0.42
H -18.108 14.990 -3.668 -0.3 0.0 0.1 0.39
H -18.667 15.011 -5.369 0.0 -0.2 0.0 0.04
H -17.714 17.485 -2.823 0.3 0.0 0.1 0.24
H -17.224 18.578 -4.125 -0.3 -0.1 -0.2 0.30
H -16.232 17.182 -3.808 -0.1 -0.1 0.1 0.32
C -35.550 14.087 -7.227 -0.3 0.2 -0.1 -0.97
O -34.776 13.150 -7.947 -0.6 -0.3 0.7 -0.13
C -35.314 12.790 -9.212 0.3 0.8 -0.1 -0.46
C -34.955 13.876 -10.239 0.1 -1.5 -1.4 -0.77
N -33.704 13.621 -10.936 0.6 1.4 0.0 -0.36
C -32.424 13.784 -10.237 -0.8 0.8 -0.4 0.59
C -31.334 13.289 -11.168 1.3 -0.6 0.8 -0.48
O -31.475 11.887 -11.398 0.2 0.4 -0.4 -0.43
C -30.925 11.112 -10.361 -0.3 -0.5 0.3 -0.32
H -35.401 13.949 -6.157 0.2 0.0 0.0 0.25
H -36.621 13.963 -7.418 0.0 -0.1 -0.1 0.41
H -35.302 15.118 -7.495 0.1 0.0 0.0 0.32
H -36.400 12.626 -9.248 0.0 0.1 0.7 0.46
H -34.848 11.829 -9.434 0.1 0.1 -0.4 0.22
H -35.022 14.887 -9.843 0.3 0.0 0.3 0.30
H -35.703 13.865 -11.042 -0.2 -0.1 0.2 0.34
H -33.690 12.802 -11.521 -0.3 -0.2 0.2 0.28
H -32.523 13.370 -9.228 0.8 -0.6 -0.1 -0.45
H -32.188 14.838 -10.039 -0.3 0.1 -0.2 0.17
H -30.313 13.479 -10.801 -0.2 -0.1 0.7 0.12
H -31.237 13.839 -12.106 -1.1 -0.3 -0.3 0.39
H -31.358 10.118 -10.476 0.2 -0.1 0.0 0.35
H -31.188 11.466 -9.359 -0.2 0.2 -0.1 -0.16
H -29.833 11.028 -10.369 0.1 0.2 -0.4 0.33
C -19.869 12.308 -3.454 1.9 2.0 0.2 0.29
O -18.505 12.140 -3.029 -0.5 -0.1 0.5 -0.16
C -18.224 10.910 -2.362 0.0 0.5 -1.5 -0.74
C -16.698 10.793 -2.305 -1.2 -0.5 0.5 -0.27
N -16.371 9.607 -1.513 1.1 0.7 0.7 -0.27
C -14.907 9.489 -1.362 -0.6 -1.2 -0.5 -0.50
C -14.496 8.322 -0.462 0.2 1.0 0.5 -0.47
O -13.088 8.420 -0.280 0.4 -0.8 0.3 -0.34
C -12.347 7.545 -1.102 0.3 0.5 -0.8 -0.71
H -19.798 13.358 -3.764 -0.5 -0.1 -0.7 -0.48
H -20.585 12.422 -2.641 -0.2 -1.1 0.0 0.48
H -20.040 11.673 -4.319 -0.7 -0.3 0.4 0.05
H -18.634 10.133 -3.025 0.0 -0.4 0.4 0.35
H -18.728 10.909 -1.393 0.3 -0.3 0.1 0.25
H -16.355 11.722 -1.848 0.4 -0.2 0.3 0.35
H -16.276 10.752 -3.311 -0.1 0.1 -0.2 -0.01
H -16.692 8.766 -1.977 -0.2 0.1 -0.1 0.26
H -14.443 10.378 -0.943 -0.3 0.2 0.0 0.31
H -14.478 9.302 -2.355 0.4 0.2 0.0 0.25
H -14.809 7.336 -0.813 0.1 0.0 -0.2 0.36
H -14.921 8.476 0.531 -0.2 -0.1 0.0 0.29
H -12.705 6.516 -1.082 -0.2 0.0 0.0 0.30
H -11.282 7.517 -0.864 -0.2 0.2 0.7 0.27
H -12.338 7.949 -2.121 -0.3 -0.4 -0.3 0.28
C -24.054 13.319 -3.380 -1.8 0.1 0.4 0.53
O -23.038 12.381 -3.163 0.2 0.2 -0.8 0.15
C -23.543 11.101 -2.836 -0.5 0.0 0.5 -0.39
C -22.540 10.047 -3.194 1.4 -0.6 0.1 -0.99
N -22.121 9.990 -4.604 -0.4 -0.1 0.1 0.16
C -23.082 9.287 -5.431 -1.6 -0.1 -0.7 -0.21
C -22.882 9.569 -6.916 0.4 0.8 1.1 0.07
O -23.948 8.988 -7.617 0.1 0.3 -0.4 -0.39
C -23.847 9.214 -9.007 -0.3 -1.2 -0.4 -0.67
H -24.740 13.074 -4.202 0.4 -0.3 -0.3 -0.32
H -23.744 14.347 -3.551 0.8 -0.3 0.0 -0.80
H -24.752 13.334 -2.528 0.2 0.1 0.3 0.47
H -24.516 10.876 -3.289 0.1 0.4 -0.5 0.00
H -23.750 11.086 -1.758 0.1 -0.2 0.1 0.54
H -22.867 9.058 -2.864 -0.3 0.0 -0.2 0.72
H -21.616 10.205 -2.628 -0.1 0.2 0.2 -0.02
H -22.123 10.958 -4.921 0.2 -0.1 -0.1 -0.23
H -24.118 9.610 -5.218 0.0 0.2 0.0 -0.06
H -23.187 8.204 -5.307 0.9 0.0 0.5 0.41
H -21.885 9.228 -7.221 -0.2 -0.3 -0.3 0.50
H -22.885 10.666 -7.008 0.0 -0.1 -0.4 -0.17
H -24.059 10.226 -9.359 0.3 0.3 0.4 0.14
H -24.585 8.570 -9.490 -0.1 0.1 0.2 0.26
H -22.884 8.843 -9.373 0.2 0.4 0.0 0.36
C -23.365 15.942 -0.537 -0.4 1.0 -0.8 -0.65
O -22.537 16.697 -1.415 0.1 -0.3 0.5 -0.45
C -21.614 15.904 -2.150 -0.2 0.8 -0.8 0.19
C -21.343 16.625 -3.486 0.0 -1.1 -0.2 -0.65
N -22.373 16.304 -4.482 -0.8 0.5 1.0 0.25
C -23.568 17.118 -4.295 -0.8 0.6 -1.1 -1.40
C -24.664 16.630 -5.247 0.6 -1.0 0.6 0.16
O -24.372 17.095 -6.538 0.2 0.1 -0.1 -0.38
C -25.412 17.078 -7.504 0.4 1.2 0.1 -0.56
H -22.811 15.301 0.145 0.0 -0.1 0.0 0.32
H -24.094 15.399 -1.147 0.2 -0.5 0.2 0.20
H -23.960 16.689 -0.012 0.2 -0.1 0.4 0.30
H -22.058 14.931 -2.370 0.3 -0.2 0.2 -0.38
H -20.673 15.831 -1.595 0.0 -0.3 0.1 0.54
H -20.407 16.235 -3.886 0.2 0.4 0.1 -0.01
H -21.275 17.689 -3.239 0.2 0.1 -0.3 0.42
H -22.127 16.360 -5.461 0.6 0.2 0.2 0.24
H -23.451 18.178 -4.583 0.5 0.0 0.1 0.45
H -23.896 17.179 -3.259 0.0 -0.6 0.0 0.47
H -25.654 16.925 -4.881 -0.1 0.1 -0.3 0.53
H -24.549 15.536 -5.263 -0.6 -0.1 0.1 -0.15
H -25.349 16.287 -8.252 0.1 -0.3 0.4 0.05
H -25.240 18.040 -7.997 -0.5 -0.1 -0.4 0.31
H -26.393 17.100 -7.027 0.0 -0.1 0.0 0.34
C -22.868 17.776 -10.874 -0.4 1.2 1.2 -0.85
O -22.424 17.927 -12.181 0.3 -0.4 -0.3 -0.25
C -22.702 19.148 -12.812 0.5 0.9 -0.2 -0.67
C -22.121 19.079 -14.216 0.2 -0.4 0.1 -0.47
N -20.685 18.785 -14.150 -0.2 -0.7 -0.8 -0.33
C -20.133 18.503 -15.477 1.5 0.3 -0.3 -0.92
C -20.469 17.144 -16.100 -0.7 0.8 0.6 -0.47
O -20.267 16.103 -15.167 -0.2 -0.3 0.0 -0.37
C -18.909 15.759 -14.996 0.2 -0.4 -0.9 -0.71
H -22.802 18.678 -10.237 0.2 0.4 -0.6 0.37
H -22.209 17.121 -10.304 -0.4 -0.7 -0.5 0.24
H -23.944 17.561 -10.841 0.2 -0.7 0.1 0.32
H -22.192 19.969 -12.292 0.0 -0.1 0.2 0.36
H -23.763 19.421 -12.832 -0.2 -0.4 0.0 0.42
H -22.201 20.027 -14.749 -0.3 0.1 0.2 0.40
H -22.675 18.318 -14.781 -0.1 0.0 0.0 0.25
H -20.564 17.881 -13.693 -0.2 0.3 0.5 0.31
H -19.041 18.540 -15.365 0.0 -0.1 0.1 0.35
H -20.304 19.292 -16.216 -0.5 0.1 0.2 0.42
H -19.903 17.002 -17.024 0.1 -0.1 0.0 0.41
H -21.532 17.180 -16.347 0.0 -0.5 0.0 0.33
H -18.454 15.707 -15.995 0.3 0.3 0.1 0.32
H -18.814 14.736 -14.632 -0.4 0.1 0.4 0.27
H -18.355 16.439 -14.346 0.0 0.1 0.0 0.28
C -26.553 6.114 -2.326 -0.3 0.4 -0.2 -0.74
O -25.692 7.189 -2.652 0.4 -0.2 -0.1 -0.34
C -26.181 8.481 -2.407 -0.1 -0.1 0.8 -0.46
C -27.214 9.043 -3.375 0.0 -0.9 0.1 -0.26
N -28.514 8.378 -3.244 0.5 0.3 0.0 -0.15
C -29.552 9.182 -3.831 -1.5 -0.3 -0.8 -0.47
C -30.927 8.887 -3.235 1.4 0.4 1.4 -0.49
O -30.802 9.136 -1.824 0.3 -0.7 0.3 -0.36
C -31.844 8.552 -1.075 -0.6 0.1 -0.5 -0.77
H -25.976 5.199 -2.436 0.0 0.0 -0.1 0.24
H -27.418 6.142 -2.990 0.0 -0.4 0.0 0.31
H -26.931 6.154 -1.297 0.2 0.2 0.1 0.31
H -25.303 9.123 -2.315 0.0 0.0 -0.5 -0.10
H -26.588 8.513 -1.381 -0.3 0.0 -0.1 0.46
H -26.912 8.875 -4.413 0.4 0.3 0.0 0.15
H -27.283 10.118 -3.163 0.0 0.1 -0.1 0.38
H -28.710 8.112 -2.287 -0.1 0.5 0.1 0.40
H -29.684 8.901 -4.886 0.3 0.2 -0.1 0.27
H -29.397 10.268 -3.822 0.3 0.0 0.3 0.13
H -31.114 7.820 -3.382 -0.6 0.1 -0.2 0.49
H -31.661 9.618 -3.569 -0.3 -0.6 -0.7 0.10
H -31.896 7.455 -1.052 0.6 -0.1 -0.3 0.31
H -32.784 8.852 -1.558 -0.2 0.2 0.6 0.28
H -31.772 8.870 -0.038 -0.1 0.3 -0.1 0.25
C -20.878 13.391 -6.676 0.0 -0.7 -0.2 0.02
O -22.032 13.042 -7.421 0.3 0.3 0.2 -0.26
C -22.586 14.184 -8.050 -0.6 -0.1 -0.3 -0.18
C -23.679 13.734 -9.014 -0.4 0.2 0.1 -1.27
N -24.999 13.606 -8.391 0.5 0.0 0.6 0.10
C -25.014 12.615 -7.301 -0.3 0.3 -0.5 1.05
C -26.374 12.571 -6.664 -0.3 0.9 -0.3 -1.03
O -27.269 12.170 -7.685 0.2 -0.5 0.4 -0.42
C -28.571 11.800 -7.289 -0.3 0.5 -0.2 0.41
H -20.508 12.480 -6.201 0.0 0.0 -0.2 -0.27
H -21.079 14.101 -5.867 -0.1 0.2 -0.2 -0.25
H -20.117 13.741 -7.379 0.2 0.3 0.2 0.60
H -21.841 14.742 -8.632 0.3 -0.2 0.1 0.78
H -23.000 14.870 -7.301 0.0 0.0 0.0 -0.04
H -23.352 12.797 -9.483 0.2 0.0 0.0 0.24
H -23.786 14.484 -9.801 0.1 0.0 0.0 0.47
H -25.671 13.336 -9.098 -0.1 -0.1 0.1 0.23
H -24.268 12.879 -6.552 0.1 0.0 -0.1 -0.10
H -24.801 11.618 -7.702 0.2 -0.2 0.2 -0.64
H -26.678 13.579 -6.345 0.2 0.1 0.2 0.27
H -26.346 11.952 -5.759 -0.3 -0.5 -0.3 0.40
H -28.915 11.137 -8.082 -0.2 -0.4 0.4 -0.03
H -29.272 12.644 -7.279 0.2 0.2 -0.1 -0.44
H -28.626 11.376 -6.283 0.2 -0.4 -0.2 0.19
C -32.441 10.705 -6.713 -1.3 -0.2 0.1 -0.66
O -31.520 11.272 -5.828 1.0 -0.4 0.2 0.38
C -32.057 11.924 -4.713 -0.7 0.7 0.7 -1.44
C -32.419 13.355 -5.081 0.2 -0.1 -0.2 0.44
N -31.180 14.091 -5.306 0.0 0.5 -0.3 -0.43
C -31.424 15.319 -6.059 0.3 0.2 0.0 -0.26
C -30.164 15.877 -6.675 1.2 0.6 -0.3 -1.04
O -29.758 15.113 -7.793 -0.7 -1.2 -0.3 0.16
C -28.585 15.515 -8.426 1.3 0.4 0.6 -0.49
H -33.124 11.445 -7.147 0.3 0.1 -0.3 -0.03
H -33.127 10.009 -6.205 0.3 -0.1 0.2 0.30
H -31.920 10.136 -7.478 0.2 0.2 0.0 0.26
H -31.339 11.972 -3.890 0.5 -0.2 -0.4 0.29
H -32.904 11.389 -4.262 -0.2 -0.1 -0.5 0.58
H -32.995 13.871 -4.308 0.0 -0.2 0.2 0.62
H -33.047 13.331 -5.984 0.0 0.0 0.0 -0.55
H -30.528 13.533 -5.848 -0.2 -0.2 0.0 0.18
H -31.786 16.099 -5.384 -0.3 -0.1 0.0 0.35
H -32.170 15.141 -6.844 0.0 0.2 -0.1 0.02
H -29.339 15.924 -5.948 -0.1 -0.4 0.2 0.32
H -30.236 16.928 -6.986 -0.6 0.0 -0.1 0.60
H -27.692 15.415 -7.789 -0.3 0.3 0.5 -0.30
H -28.664 16.560 -8.743 0.1 0.0 -0.3 0.48
H -28.248 14.861 -9.232 -1.0 -0.1 -0.3 0.22
```
Positions in Å, forces in eV/Å.

2S+1: 1
Relative energy (zero: lowest compared OMol25 entry of this formula, charge and spin) (kcal/mol): 84.5
SMILES string: COCCNCCOC.COCCNCCOC.COCCNCCOC.COCCNCCOC.COCCNCCOC.COCCNCCOC.COCCNCCOC.COCCNCCOC.COCCNCCOC
HOMO (eV): -8.2
E_LUMO (Eh): 0.022

---

No. 2
Here is a 9-piece molecular cluster, C21H57NO14S3 overall in a non-equilibrium geometry from the Open Molecules 2025 dataset. Energies are from ωB97M-V with the def2-TZVPD basis set.

Structure (XYZ):
```
96
Properties=species:S:1:pos:R:3:forces:R:3:mulliken_charge:R:1
C -7.948 3.007 0.045 0.1 -0.4 -0.6 -1.31
C -6.694 2.854 0.880 -0.8 0.7 0.9 -0.22
O -5.656 2.378 0.037 1.7 0.0 -0.8 -0.31
S -4.443 1.497 0.654 -1.0 0.5 0.1 1.01
C -3.827 2.598 1.982 -0.5 -0.6 -1.7 -0.84
O -5.153 0.367 1.207 0.5 0.3 0.0 -0.80
O -3.418 1.305 -0.360 -1.6 0.6 0.9 -0.58
H -8.084 2.090 -0.532 0.0 0.1 -0.1 0.32
H -7.813 3.841 -0.643 -0.1 -0.1 -0.1 0.30
H -8.879 3.166 0.587 0.3 0.1 0.4 0.39
H -6.417 3.845 1.256 0.2 -0.1 0.1 0.30
H -6.839 2.199 1.742 0.0 -0.2 -0.2 0.41
H -4.704 2.767 2.598 0.2 0.1 0.3 0.38
H -3.534 3.480 1.414 0.0 0.2 0.3 0.32
H -2.958 2.150 2.454 -0.2 -0.1 0.2 0.33
C 2.998 -5.331 1.494 0.0 0.9 -1.3 -1.11
C 3.127 -3.872 1.921 0.3 -1.2 2.8 0.07
O 4.400 -3.303 1.559 0.0 0.4 -1.7 -0.44
S 4.315 -2.393 0.251 0.4 1.6 0.0 1.11
C 3.672 -0.843 0.949 0.1 -1.1 0.3 -0.46
O 5.672 -2.205 -0.225 -1.7 -0.5 0.4 -0.70
O 3.244 -2.881 -0.600 1.0 -0.3 0.3 -0.57
H 2.811 -5.286 0.418 0.1 -0.5 0.0 0.19
H 2.165 -5.859 1.948 0.0 0.2 0.2 0.32
H 3.937 -5.850 1.674 0.0 0.0 0.1 0.39
H 2.298 -3.195 1.727 0.0 -0.3 -0.3 0.02
H 3.290 -3.900 3.005 -0.6 0.2 0.1 0.38
H 3.739 -0.022 0.240 0.1 -0.1 0.0 0.05
H 4.192 -0.654 1.883 0.3 0.2 -0.3 0.51
H 2.631 -1.036 1.216 -0.1 0.0 -0.3 0.02
C -4.168 -4.639 1.286 -0.6 -0.4 0.7 -1.05
C -2.855 -5.066 0.631 -0.9 -0.2 0.6 -0.30
O -2.115 -3.874 0.364 1.1 0.2 0.4 -0.08
S -0.507 -3.831 0.485 -0.1 -0.1 -2.3 1.07
C -0.086 -3.586 -1.309 -0.2 -0.6 1.0 -0.75
O -0.170 -2.595 1.155 0.0 -1.5 0.4 -0.57
O -0.041 -5.139 0.920 -0.4 1.5 0.0 -0.71
H -4.325 -3.570 1.422 0.2 0.1 -0.8 0.18
H -4.289 -4.979 2.318 0.4 -0.4 -0.1 0.34
H -4.989 -5.092 0.731 -0.2 0.3 0.0 0.31
H -2.341 -5.772 1.281 0.4 0.3 -0.1 0.34
H -3.091 -5.595 -0.293 0.3 0.2 -0.2 0.33
H -0.019 -2.530 -1.555 0.0 -0.9 0.1 0.25
H -0.866 -4.031 -1.923 0.0 -0.2 0.2 0.51
H 0.863 -4.092 -1.466 -0.1 -0.1 0.1 0.34
C -2.414 -0.752 1.400 -1.4 0.6 2.3 -0.89
C -1.588 0.270 2.023 -1.5 -0.9 1.7 0.72
N -0.969 1.051 2.593 -0.4 0.6 1.5 -0.85
H -3.436 -0.363 1.433 0.5 -0.7 0.4 0.49
H -2.384 -1.625 2.049 0.1 -0.2 -0.2 0.40
H -2.198 -0.971 0.359 0.3 -0.4 1.6 0.04
C -0.259 0.666 -0.053 1.1 -0.6 0.0 -0.29
C -0.256 -0.617 -0.858 0.7 2.1 -1.3 1.30
O -1.566 -1.159 -0.949 0.4 -0.9 -2.2 -0.59
H -0.952 1.411 -0.440 -0.3 -0.2 0.1 0.20
H 0.706 1.179 -0.018 0.2 -0.4 -0.2 -0.70
H -0.467 0.383 0.984 1.4 0.7 -2.3 0.44
H 0.425 -1.383 -0.490 -0.3 0.7 0.4 -1.08
H 0.122 -0.350 -1.852 -0.2 -0.4 -0.3 0.21
H -2.245 -0.481 -1.035 0.4 0.5 -0.8 0.58
C -1.532 3.825 -2.731 0.7 1.4 0.0 -0.83
C -0.273 4.640 -2.430 1.3 -0.7 0.8 0.11
O -0.311 6.056 -2.591 -0.6 -0.3 -0.2 -0.57
H -2.167 3.739 -1.853 -0.1 -0.2 -0.1 0.07
H -1.151 2.867 -3.075 -0.6 -0.2 0.0 0.25
H -2.068 4.371 -3.509 -0.2 -0.4 -0.2 0.42
H 0.569 4.221 -2.988 -0.3 0.2 -0.6 0.10
H 0.087 4.424 -1.415 -0.5 0.1 0.3 0.20
H 0.521 6.306 -2.996 0.0 0.2 0.0 0.32
C 2.578 2.806 2.397 -0.3 -0.5 1.3 -0.38
C 3.651 2.079 3.225 -0.5 0.3 -1.4 -0.41
O 4.667 1.728 2.270 0.5 0.2 1.0 -0.45
H 2.994 3.770 2.115 -0.3 -0.1 0.2 0.19
H 1.681 2.918 3.014 0.1 0.4 0.0 0.42
H 2.222 2.263 1.522 0.5 -0.2 -0.1 -0.33
H 3.307 1.173 3.732 -0.2 0.1 0.0 0.28
H 4.036 2.787 3.963 0.1 -0.1 0.1 0.43
H 5.465 1.644 2.808 0.2 -0.2 -0.5 0.26
C 3.855 -2.103 -4.209 0.9 0.6 -0.4 -1.22
C 2.872 -1.348 -3.288 0.8 -0.4 -1.3 0.04
O 1.882 -2.292 -2.899 -0.2 1.0 0.1 -0.49
H 3.336 -2.953 -4.644 0.0 0.0 0.0 0.28
H 4.805 -2.443 -3.786 -0.4 -0.2 0.7 0.28
H 4.252 -1.501 -5.035 -0.5 0.2 -0.1 0.38
H 2.436 -0.534 -3.872 -0.7 -0.4 -0.1 0.42
H 3.371 -0.775 -2.501 0.0 -0.6 0.5 -0.04
H 2.263 -2.817 -2.188 0.2 0.1 0.1 0.45
C 3.096 4.277 -0.610 1.0 -0.6 0.6 -0.65
C 2.526 3.107 -1.416 -0.3 1.1 0.5 0.46
O 3.311 1.964 -1.143 -0.5 -0.5 -0.3 -0.30
H 3.017 4.019 0.450 -0.5 0.3 -0.6 -0.20
H 2.751 5.295 -0.774 -0.3 -0.1 -0.3 0.41
H 4.190 4.246 -0.690 0.0 0.4 -0.6 0.44
H 2.377 3.330 -2.475 0.7 -0.1 -0.2 0.24
H 1.504 2.955 -1.070 0.1 -0.6 0.2 -0.49
H 4.239 2.173 -1.288 0.0 0.1 0.0 0.24
```
Positions in Å, forces in eV/Å.

2S+1: 1
SMILES string: CCOS(C)(=O)=O.CCOS(C)(=O)=O.CCOS(C)(=O)=O.CC#N.CCO.CCO.CCO.CCO.CCO
HOMO (eV): -9.5
E_LUMO (Eh): 0.015

---

No. 3
Here is an isolated molecule of C5H13NO in a non-equilibrium geometry from the Open Molecules 2025 dataset. Energies are from ωB97M-V with the def2-TZVPD basis set.

Structure (XYZ):
```
20
Properties=species:S:1:pos:R:3:forces:R:3:nbo_charge:R:1
C 1.097 0.975 -1.467 -1.3 -2.6 0.5 -0.66
C 0.211 -0.365 -0.673 3.4 4.3 -2.7 -0.04
N 1.150 -1.447 -0.472 -0.1 -0.4 -0.1 -0.88
C -0.209 0.232 0.607 -3.2 -4.1 0.9 0.32
C -1.095 1.451 0.580 0.2 -0.3 0.1 -0.64
C -1.231 -1.241 1.054 0.6 2.5 0.7 -0.68
O 0.807 0.396 1.512 0.7 -0.2 0.4 -0.72
H 0.437 1.805 -1.704 -0.1 0.0 0.1 0.20
H 1.916 1.302 -0.829 -0.1 -0.1 0.1 0.21
H 1.490 0.551 -2.391 0.1 0.1 -0.1 0.20
H -0.606 -0.571 -1.358 -0.1 -0.2 0.3 0.21
H 0.952 -2.226 -1.088 0.2 0.1 0.1 0.38
H 2.110 -1.153 -0.611 -0.2 0.0 -0.2 0.37
H -1.643 1.509 1.519 -0.1 0.1 0.0 0.23
H -0.489 2.350 0.489 0.1 0.1 -0.1 0.22
H -1.793 1.401 -0.251 -0.1 0.0 0.0 0.21
H -2.245 -0.997 0.749 -0.2 0.1 0.1 0.19
H -1.166 -1.294 2.139 -0.2 0.1 0.2 0.20
H -0.993 -2.234 0.678 0.6 0.3 -0.4 0.20
H 1.300 -0.444 1.518 -0.1 0.3 0.0 0.49
```
Positions in Å, forces in eV/Å.

2S+1: 1
Relative energy (zero: lowest compared OMol25 entry of this formula, charge and spin) (kcal/mol): 49.9
SMILES string: C[C@@H](N)C(C)(C)O
HOMO (eV): -8.5
E_LUMO (Eh): 0.034

---

> What is the HOMO in the third record?

-8.5 eV